Density functional theory data (ωB97M-V/def2-TZVPD) for C14H27FI2O5 as an isolated structure at a distorted geometry.

Last column: Mulliken charge in e.
Atoms and positions in Å:
C -4.35268 -1.20504 -1.30688  -1.45
C -3.10347 -2.09778 -1.34369  0.55
F -2.37186 -1.77761 -2.47505  -0.35
C -2.26894 -1.89219 -0.08831  -2.10
C -0.87534 -2.53853 -0.05422  2.34
C -0.13778 -1.94170 1.19802  -1.40
I 1.03929 -3.39034 2.28858  0.13
C 0.73821 -0.73476 0.79700  -0.19
C -0.00907 0.37302 0.08130  -1.33
I 1.54622 0.19802 2.59625  0.12
C -1.03971 -4.07694 -0.07652  -1.51
C -0.17948 -4.55606 -1.22457  0.46
O -0.99499 -4.64356 -2.37748  -0.52
C 0.74418 -3.33578 -1.39147  0.04
O 1.93392 -3.25266 -1.61280  -0.59
O -0.08526 -2.24730 -1.21057  -0.30
H -4.16785 -0.33849 -1.93483  0.34
H -5.21360 -1.73315 -1.70165  0.38
H -4.55377 -0.85359 -0.30002  0.37
H -3.43514 -3.12986 -1.43340  0.26
H -2.81740 -2.33342 0.74276  0.42
H -2.21886 -0.82539 0.10712  0.55
H -0.88273 -1.57987 1.89848  0.85
H 1.60207 -1.08423 0.24719  0.45
H -0.34778 0.03200 -0.89276  0.28
H 0.68969 1.17512 -0.11750  0.57
H -0.84478 0.75878 0.65544  0.30
H -2.04721 -4.43995 -0.26899  0.36
H -0.73525 -4.60400 0.81754  0.28
H 0.41283 -5.45063 -1.05915  0.42
H -0.44279 -4.61696 -3.15863  0.34
C 2.86264 4.33641 4.52174  -0.89
C 1.35132 4.32176 4.66399  -0.21
O 0.70055 4.14037 3.41158  -0.47
H 3.17056 5.12754 3.83778  0.26
H 3.34743 4.49761 5.48600  0.32
H 3.21998 3.38864 4.11168  0.25
H 0.99589 5.27278 5.05804  0.29
H 1.04096 3.53228 5.35813  0.24
H 0.99408 3.29721 3.05468  0.19
C 1.89283 3.00612 -3.89549  -1.05
C 1.64443 3.56751 -2.50796  -0.27
O 1.71666 2.55476 -1.50477  -0.43
H 1.17052 2.22168 -4.12236  0.26
H 1.81296 3.78624 -4.65362  0.35
H 2.89031 2.56532 -3.96114  0.33
H 0.64403 3.99102 -2.44011  0.29
H 2.36477 4.35995 -2.28101  0.25
H 2.59940 2.17566 -1.53834  0.25

Calculated values
Charge: 0
Energy (hartree): -1621.0638
E_LUMO (Ha): 0.00783
E_HOMO (hartree): -0.32924

Density functional theory data (ωB97M-V/def2-TZVPD) for a 2-piece molecular cluster, C7H12 overall at a distorted geometry.

Last column: Mulliken charge in e.
Atoms and positions in Å:
C -1.59312 0.71137 1.76838  -1.47
C -0.88648 -0.08863 0.73795  -0.19
C 0.35118 0.53660 0.15651  0.38
C 1.67974 -0.25711 0.11644  -0.90
C 1.59163 -0.33427 -1.41663  -0.28
C 0.33403 -1.10934 -1.62280  -0.57
C 0.30571 0.42068 -1.33341  -0.79
H -2.53604 0.23167 2.07707  0.37
H -1.68873 1.71884 1.35746  0.35
H -0.93523 0.77707 2.63767  0.37
H -0.85572 -1.12129 1.10839  0.28
H -1.85236 -0.15182 -0.16864  0.09
H 0.56260 1.55362 0.51545  0.48
H 1.70484 -1.20724 0.66268  0.33
H 2.50678 0.38675 0.41569  0.29
H 2.40885 -0.21299 -2.10479  0.40
H -1.07301 -1.14418 -1.96943  0.29
H 0.06745 -1.85378 -0.88243  0.22
H -0.09211 1.14407 -2.05557  0.37

Calculated values
Charge: 0
Energy (hartree): -273.6951
ΔE to the lowest compared entry with this formula, charge and spin (eV): 5.807
E_LUMO (Ha): 0.03032
E_HOMO (hartree): -0.31944

Density functional theory data (ωB97M-V/def2-TZVPD) for C5H11N as an isolated structure at a distorted geometry.

Last column: Mulliken charge in e.
Atoms and positions in Å:
C 1.64835 0.04049 -0.64449  -0.73
N 0.69862 0.78198 0.12823  -0.14
C 0.35184 0.36879 1.43815  -0.51
C -0.77669 0.01201 0.55939  0.35
C -1.07114 1.20559 -0.63273  -0.96
C -0.95893 -1.44974 0.19596  -1.24
H 1.51977 -1.04872 -0.60794  0.25
H 1.59215 0.35311 -1.69749  0.25
H 2.64994 0.27825 -0.27696  0.31
H 0.25766 1.15902 2.17858  0.21
H 0.96491 -0.47256 1.76920  0.32
H -1.94452 0.69251 -0.99252  0.39
H -0.51655 1.48979 -1.57433  0.25
H -1.33562 2.15779 -0.17905  0.25
H -1.56663 -1.95991 0.95786  0.34
H -1.48906 -1.57753 -0.75461  0.34
H -0.02409 -2.03089 0.13276  0.30

Calculated values
Charge: 0
Energy (hartree): -251.6829
ΔE to the lowest compared entry with this formula, charge and spin (eV): 4.887
E_LUMO (Ha): 0.03706
E_HOMO (hartree): -0.28566

Density functional theory data (ωB97M-V/def2-TZVPD) for C10H19HfN2O9S2 as an isolated structure at a distorted geometry.

Last column: Mulliken charge in e.
Atoms and positions in Å:
Hf 0.03802 1.66343 5.30940  2.04
C -0.53229 0.59097 1.57015  -0.64
C -0.21300 -0.85140 1.48595  -0.44
O 0.08005 -0.28419 4.14340  -0.44
H -0.97315 0.85675 0.55781  0.25
H 0.30102 1.29565 1.39102  0.35
H -1.22053 0.78683 2.35650  0.40
H 0.69294 -1.05436 0.90340  0.45
H -0.89417 -1.60667 1.85418  0.55
C 0.17629 -1.73713 -1.90658  -0.11
C -0.85791 -2.63616 -1.18869  -0.11
O -0.19003 -3.80615 -0.70769  -0.39
S 1.18436 -3.91374 -1.59582  1.21
O 0.69815 -4.13595 -2.86214  -0.51
O 2.11513 -4.52898 -0.80999  -0.49
O 1.45115 -2.29787 -1.56704  -0.38
H 0.07080 -0.71265 -1.62489  0.02
H 0.03555 -1.79042 -2.98295  0.43
H -1.77339 -2.84392 -1.76888  0.33
H -1.21876 -2.11069 -0.26012  0.07
C 0.40327 2.08618 -4.12415  -0.21
C -1.00850 2.36228 -3.56025  -0.43
O -0.90316 2.08554 -2.06164  -0.30
S 0.51491 2.63977 -1.62130  1.09
O 0.96799 1.70314 -0.65368  -0.56
O 0.49556 4.03436 -1.38728  -0.56
O 1.33201 2.33374 -3.00458  -0.29
H 0.61380 2.64907 -5.03201  0.34
H 0.44713 1.00393 -4.27628  0.24
H -1.81016 1.71051 -3.83106  0.33
H -1.23967 3.40807 -3.69815  0.30
C -0.67900 5.28387 2.12364  -0.79
C -0.65521 4.38291 3.20088  0.49
N -0.54106 3.49867 3.92949  -0.28
H -0.41876 6.30798 2.33936  0.37
H -1.71948 5.43681 1.77566  0.35
H -0.09829 4.92723 1.27474  0.24
C 1.25537 -4.29823 2.44134  -0.19
C 0.20169 -4.77773 3.32558  0.31
N -0.66744 -5.18938 3.97040  -0.37
H 1.99075 -5.08915 2.30244  0.34
H 1.74611 -3.39615 2.76780  0.27
H 0.80190 -3.98679 1.50206  -0.31

Calculated values
Charge: +3
Energy (hartree): -2021.9580
E_LUMO (Ha): -0.56416
E_HOMO (hartree): -0.64351

- What is the formula in the fourth record?
  C10H19HfN2O9S2